(1)
Formula: C18H28BCuN10O7P2S
Source: OMol25
Level of theory: wB97M-V/def2-TZVPD

The geometry in XYZ format:
```
68
Properties=species:S:1:pos:R:3:lowdin_charge:R:1
Cu 0.116 -0.133 -0.038 0.683
C -2.895 1.886 0.662 -0.007
C -1.558 2.499 0.899 -0.313
C -1.272 3.756 1.453 -0.009
C 0.098 3.854 1.458 -0.051
N 0.592 2.720 0.932 0.031
N -0.421 1.885 0.588 0.079
B 1.990 2.138 0.794 -0.665
N 2.153 1.606 -0.663 0.050
C 2.995 2.047 -1.600 -0.048
C 2.814 1.293 -2.738 -0.015
C 1.805 0.379 -2.442 -0.296
C 1.246 -0.627 -3.388 -0.017
N 1.419 0.597 -1.175 0.028
N 2.106 0.876 1.702 0.049
C 2.636 0.722 2.920 -0.036
C 2.379 -0.563 3.354 0.011
C 1.647 -1.166 2.328 -0.289
C 1.107 -2.551 2.269 -0.013
N 1.500 -0.277 1.342 0.052
N 3.124 3.083 1.107 -0.012
C 4.433 2.752 1.260 -0.096
C 5.165 3.908 1.229 -0.021
C 4.207 4.932 1.037 -0.350
C 4.436 6.403 0.909 -0.036
N 2.990 4.426 0.957 0.132
H -3.674 2.637 0.792 0.084
H -2.975 1.491 -0.351 0.053
H -3.086 1.075 1.366 0.080
H -1.981 4.495 1.783 0.102
H 0.762 4.643 1.761 0.106
H 3.651 2.875 -1.390 0.134
H 3.317 1.395 -3.684 0.115
H 1.925 -0.711 -4.235 0.086
H 1.123 -1.606 -2.933 0.079
H 0.275 -0.298 -3.755 0.085
H 3.169 1.532 3.388 0.131
H 2.689 -1.016 4.279 0.111
H 1.800 -3.238 2.754 0.089
H 0.147 -2.610 2.781 0.090
H 0.955 -2.877 1.243 0.073
H 4.745 1.726 1.367 0.124
H 6.231 4.010 1.340 0.100
H 5.364 6.695 1.397 0.073
H 4.500 6.697 -0.140 0.077
H 3.614 6.957 1.360 0.075
O -1.564 -3.219 0.313 -0.100
P -2.214 -1.861 0.844 0.260
O -3.093 -2.075 1.982 -0.210
O -1.066 -0.841 1.139 -0.299
O -2.990 -1.274 -0.449 -0.224
P -2.257 -0.923 -1.834 0.251
O -2.377 -2.262 -2.695 -0.087
O -2.885 0.231 -2.487 -0.247
O -0.759 -0.931 -1.493 -0.318
H -1.137 -3.136 -0.551 0.067
H -3.135 -2.241 -3.292 0.096
C -3.872 3.238 -3.745 -0.082
N -2.546 2.977 -3.234 -0.056
C -1.549 3.863 -3.195 -0.932
N -1.822 5.103 -3.688 0.082
S -0.021 3.483 -2.616 0.619
H -4.405 2.292 -3.784 0.082
H -3.835 3.653 -4.755 0.085
H -4.437 3.919 -3.101 0.086
H -2.358 2.045 -2.881 0.060
H -2.772 5.425 -3.756 0.081
H -1.112 5.794 -3.519 0.079
```

Properties
* HOMO-LUMO gap: 0.1701 Ha
* spin multiplicity: 1
* HOMO: -7.77 eV

(2)
Formula: C18H28CeNO4P2
Source: OMol25
Level of theory: wB97M-V/def2-TZVPD

The geometry in XYZ format:
```
54
Properties=species:S:1:pos:R:3:lowdin_charge:R:1
Ce 0.272 -0.712 0.261 1.119
P -2.782 -0.267 -0.655 0.968
C -2.204 0.548 -2.231 -0.182
C -0.778 0.877 -2.650 -0.271
N 0.312 0.595 -1.883 -0.007
C 1.547 0.954 -2.319 -0.286
C 1.739 1.609 -3.528 0.022
C 0.640 1.823 -4.365 0.020
C -0.619 1.451 -3.904 -0.003
C 2.761 0.725 -1.430 -0.262
P 2.978 -0.938 -0.567 0.822
H -1.498 1.635 -4.531 0.139
H 2.756 1.870 -3.817 0.136
H 0.796 2.292 -5.333 0.136
H 3.669 0.803 -2.047 0.103
H 2.806 1.497 -0.633 0.118
H -2.669 -0.060 -3.014 0.109
H -2.774 1.504 -2.239 0.132
H -1.917 -4.273 -4.334 0.019
O -2.019 -4.555 -5.253 -0.060
H -1.823 -3.786 -5.819 0.041
H -2.147 -1.301 0.135 0.050
O -0.159 -2.740 0.095 -0.430
H 0.127 -3.672 0.235 0.061
C 3.539 -2.021 -1.935 -0.234
H 4.511 -1.698 -2.344 0.067
H 3.636 -3.037 -1.523 0.063
H 2.786 -2.034 -2.735 0.054
C 4.526 -0.675 0.354 -0.237
H 4.620 -1.498 1.073 0.061
H 5.409 -0.674 -0.300 0.066
H 4.486 0.269 0.911 0.061
C -3.382 1.132 0.353 -0.162
H -4.432 1.314 0.065 0.083
H -3.342 0.890 1.428 0.083
H -2.781 2.032 0.147 0.080
C -4.259 -1.180 -1.144 -0.187
H -4.624 -1.774 -0.296 0.086
H -5.059 -0.501 -1.465 0.084
H -4.007 -1.866 -1.963 0.076
O -0.369 -0.930 2.535 -0.123
C 0.001 0.281 2.794 -0.537
O 0.416 1.026 1.812 -0.173
C -0.017 0.792 4.158 -0.163
C 0.421 2.096 4.387 -0.008
C 0.372 2.607 5.683 -0.048
C -0.106 1.798 6.729 -0.042
C -0.533 0.485 6.485 -0.049
C -0.482 -0.033 5.191 0.003
H 0.781 2.690 3.542 0.123
H 0.723 3.623 5.879 0.115
H -0.145 2.197 7.744 0.118
H -0.900 -0.138 7.305 0.117
H -0.801 -1.052 4.956 0.126
```

Properties
* HOMO-LUMO gap (alpha / beta): 0.2595 / 0.2606 Ha
* spin multiplicity: 2
* total charge: +2
* HOMO (alpha / beta): -13.85 / -13.85 eV

(3)
Formula: C18H28ErNO4P2
Source: OMol25
Level of theory: wB97M-V/def2-TZVPD

The geometry in XYZ format:
```
54
Properties=species:S:1:pos:R:3:lowdin_charge:R:1
Er 0.037 0.011 0.040 1.367
P -1.366 2.013 1.234 0.797
C -1.694 3.084 -0.253 -0.281
C -0.614 3.097 -1.340 -0.294
N 0.229 2.023 -1.443 -0.010
C 1.087 2.013 -2.508 -0.293
C 1.197 3.090 -3.396 0.004
C 0.345 4.187 -3.269 0.008
C -0.584 4.179 -2.228 0.007
C 1.912 0.759 -2.797 -0.271
P 1.277 -0.897 -2.187 0.797
H -1.306 5.000 -2.098 0.140
H 1.903 3.014 -4.237 0.140
H 0.387 5.012 -3.980 0.135
H 1.973 0.626 -3.893 0.103
H 2.951 0.887 -2.437 0.111
H -2.656 2.747 -0.703 0.115
H -1.838 4.105 0.150 0.108
H -3.872 -1.558 -2.414 0.033
O -3.870 -0.588 -2.530 -0.085
H -4.746 -0.393 -2.900 0.049
H -1.570 -3.878 -1.637 0.048
O -1.966 -3.741 -2.521 -0.070
H -2.146 -4.632 -2.881 0.067
C 0.441 -1.459 -3.710 -0.240
H 1.177 -1.572 -4.519 0.070
H -0.079 -2.409 -3.534 0.033
H -0.309 -0.718 -4.021 0.065
C 2.800 -1.897 -2.162 -0.240
H 2.555 -2.903 -1.803 0.060
H 3.249 -1.980 -3.160 0.071
H 3.536 -1.460 -1.477 0.060
C -0.397 3.231 2.193 -0.238
H -1.056 4.059 2.491 0.067
H -0.004 2.740 3.091 0.058
H 0.440 3.628 1.606 0.061
C -2.919 2.035 2.166 -0.238
H -2.804 1.415 3.063 0.065
H -3.168 3.056 2.479 0.068
H -3.749 1.624 1.585 0.061
O 1.506 -0.508 1.629 -0.152
C 0.721 -1.450 2.093 -0.512
O -0.410 -1.604 1.452 -0.174
C 1.019 -2.263 3.265 -0.166
C 0.358 -3.486 3.422 -0.003
C 0.576 -4.236 4.579 -0.040
C 1.410 -3.716 5.585 -0.033
C 2.007 -2.447 5.455 -0.037
C 1.802 -1.704 4.285 0.003
H -0.328 -3.829 2.646 0.123
H 0.122 -5.221 4.704 0.119
H 1.587 -4.344 6.460 0.120
H 2.645 -2.040 6.243 0.119
H 2.204 -0.701 4.120 0.126
```

Properties
* HOMO-LUMO gap (alpha / beta): 0.2975 / 0.2999 Ha
* spin multiplicity: 4
* total charge: +2
* HOMO (alpha / beta): -14.27 / -14.27 eV

Quick rundown of energy relative to the best compared isomer or geometry (same formula, charge and spin), same order as above: 0.085 0.000 0.536 eV